Record 1
21
Properties=species:S:1:pos:R:3:forces:R:3 method="wB97M-V/def2-TZVPD" de_lowest_kcal_mol=86.6 orbital_gap_ev=8.7 e_homo_ev=-8.91 total_charge=0 smiles="[H]/N=C(/C)C(C)(C)OC(=O)O"
H -0.3565 -2.1820 -0.9512 0.53 0.31 -0.52
N 0.3642 -2.1131 -0.2315 -1.25 -0.58 0.55
C 0.3924 -1.0011 0.3573 2.42 2.42 -1.39
C 1.2613 -0.9149 1.5792 0.65 0.39 0.69
C 0.0150 0.6236 -0.4432 1.44 -3.14 0.90
C 0.9945 1.6813 0.0036 -0.25 -0.15 0.09
C 0.0299 0.3706 -1.9334 -0.05 0.38 0.02
O -1.2297 0.9164 0.0702 -2.08 -2.32 0.06
C -1.9055 -0.4272 0.1908 -2.83 4.64 -1.11
O -2.3092 -1.0470 -0.7481 1.30 -0.14 1.10
O -2.4459 -0.3988 1.4220 0.25 -1.45 0.49
H 0.7184 -1.1461 2.4942 -0.20 -0.24 -0.05
H 2.1172 -1.5846 1.5034 -0.32 -0.47 -0.11
H 1.7427 0.0378 1.7888 -0.38 0.34 -0.30
H 0.7353 2.6164 -0.4985 0.14 -0.04 -0.17
H 0.9025 1.8717 1.0693 0.00 -0.08 0.07
H 2.0157 1.3846 -0.2215 0.07 0.13 -0.12
H -0.2960 1.2892 -2.4279 0.03 0.04 -0.05
H -0.6674 -0.4106 -2.2244 0.17 -0.04 0.00
H 1.0411 0.1382 -2.2602 0.00 -0.09 -0.08
H -3.1199 0.2956 1.4611 0.37 0.10 -0.06



Record 2
22
Properties=species:S:1:pos:R:3:forces:R:3 method="wB97M-V/def2-TZVPD" de_lowest_kcal_mol=0.0 spin_multiplicity=3 orbital_gap_ev="6.0 / 6.2" e_homo_ev="-2.38 / -5.27" total_charge=-1
C 0.0505 -0.4179 -2.7213 -1.58 0.20 -0.27
C -2.5430 0.0728 0.1502 -3.79 1.27 -3.84
C 1.0447 -0.5434 -1.8579 -0.23 -0.39 0.57
C -1.5507 -0.1433 1.0306 5.61 1.48 4.38
C 1.2627 -1.0992 -0.4675 0.41 -2.75 0.18
C -0.8289 1.0231 1.5687 0.27 0.37 -1.61
N 0.5273 1.3556 0.6404 -0.93 -1.28 1.99
O 3.0633 0.8403 0.2826 -1.41 -0.70 0.55
O 1.7881 -0.4970 2.1334 -0.90 0.08 1.33
O -0.5012 0.8754 2.9163 2.72 -1.13 -0.97
P 1.7976 0.1972 0.8202 1.38 0.50 -2.92
H 0.1959 0.0047 -3.7593 -0.11 -0.41 1.45
H -0.9771 -0.6292 -2.3993 0.16 -0.26 -0.44
H -3.2049 -0.6189 -0.1775 -2.14 -2.38 -0.32
H -2.6776 0.9262 -0.4308 0.59 1.61 -0.89
H 1.8918 -0.1213 -2.2784 2.26 0.50 -0.34
H -1.2423 -1.0170 1.4893 0.27 -1.97 0.30
H 2.2732 -1.7869 -0.5973 -2.51 1.49 0.51
H 0.3693 -1.8239 -0.0475 2.18 1.94 -1.14
H -1.3487 1.9374 1.1485 0.04 -0.39 1.82
H 0.2109 1.2553 -0.3153 -0.06 0.31 -0.39
H 0.3990 0.2100 2.8717 -2.24 1.89 0.02



Record 3
25
Properties=species:S:1:pos:R:3:forces:R:3 method="wB97M-V/def2-TZVPD" de_lowest_kcal_mol=85.4 orbital_gap_ev=8.5 e_homo_ev=-8.19 total_charge=0 smiles="OC[C@@H]1OC(=S)[C@@H](O)C(O)=C1O.[NH3+][O-]"
O -1.8624 -0.7516 -2.6500 -1.66 -1.64 0.31
C -1.4573 0.5518 -2.8975 2.56 -0.76 1.38
C -0.9601 1.2792 -1.5513 -0.66 1.11 -2.09
O 0.4850 1.1817 -1.5283 -0.36 1.19 -0.76
C 1.1300 0.3062 -0.8090 0.61 -0.36 0.09
S 2.7482 0.4360 -0.7008 0.47 0.09 0.20
C 0.3433 -0.8337 -0.1932 -0.78 0.15 -0.25
O 1.0611 -1.6809 0.6199 0.08 -0.11 2.45
C -0.8714 -0.1504 0.4544 0.18 -0.44 -1.60
O -1.3644 -0.6610 1.5905 -3.62 3.59 -1.66
C -1.4616 0.8172 -0.2709 -1.11 -0.14 2.26
O -2.5480 1.5757 0.1738 0.97 0.34 -2.77
H -2.8531 -0.7874 -2.5487 1.73 0.06 -0.05
H -0.5354 0.4666 -3.5917 -1.71 0.69 0.82
H -2.3162 1.0284 -3.2467 -0.80 1.62 -1.13
H -1.3588 2.3786 -1.7160 1.64 -1.78 0.59
H 0.0279 -1.4466 -1.0696 -0.12 0.35 0.38
H 1.0266 -1.4488 1.6708 -0.18 0.29 -2.25
H -0.8454 -1.2854 1.9614 2.96 -3.01 1.82
H -2.8076 1.3010 1.0112 -0.68 -0.96 2.46
N 2.2844 -0.0339 2.6675 0.69 3.63 1.45
O 1.0548 -0.4987 3.0135 0.05 -0.70 0.09
H 2.7389 0.6754 3.4355 -1.82 -1.21 -2.17
H 3.0178 -0.7083 2.7209 0.54 -1.31 -0.85
H 2.2045 0.4332 1.7033 1.00 -0.68 1.26